7
Properties=species:S:1:pos:R:3:nbo_charge:R:1 method="wB97M-V/def2-TZVPD" mol_weight_g_mol=66.03 relative_energy_kcal_mol=52.2 multiplicity=3 gap_ev="8.8 / 8.9" charge=0
C -0.709 -0.137 0.018 -0.11
O 0.693 -1.791 -0.235 -0.04
O -0.351 -1.260 0.368 -0.18
F 1.925 0.335 0.181 -0.61
H -1.410 0.181 0.763 0.18
H -0.171 0.625 -0.739 0.22
H 1.709 -0.637 -0.059 0.53